Record 1
Molecular formula: C33H49FNO28
Method: DFT, ωB97M-V/def2-TZVPD

Structure (ORCA input):
```
! wB97M-V def2-TZVPD RIJCOSX def2/J DEFGRID3
* xyz 1 1
O 4.796 -2.703 -0.245
C 4.328 -2.184 -1.453
N 5.425 -1.213 -1.873
C 4.993 0.202 -1.439
C 3.701 -0.032 -0.675
C 3.108 -1.281 -1.336
C 1.928 -1.928 -0.612
C 0.606 -1.277 -0.944
F 0.617 0.023 -0.435
H 4.069 -2.810 0.380
H 4.264 -2.960 -2.219
H 6.291 -1.511 -1.419
H 5.590 -1.246 -2.879
H 4.859 0.764 -2.362
H 5.806 0.648 -0.872
H 3.909 -0.246 0.375
H 3.037 0.829 -0.720
H 2.808 -1.031 -2.363
H 1.860 -2.995 -0.849
H 2.071 -1.849 0.474
H 0.433 -1.201 -2.018
H -0.238 -1.800 -0.500
C -1.792 2.117 0.525
C -3.074 1.421 0.947
O -3.427 2.145 2.135
C -2.868 3.369 2.074
O -3.173 4.280 2.781
O -1.958 3.431 1.081
H -1.662 2.206 -0.550
H -0.908 1.661 0.968
H -3.880 1.533 0.224
H -2.948 0.370 1.191
C 7.585 -6.047 0.267
C 7.535 -4.769 1.089
O 8.861 -4.692 1.609
C 9.689 -5.364 0.774
O 10.872 -5.293 0.783
O 8.967 -6.108 -0.100
H 6.990 -6.026 -0.642
H 7.332 -6.928 0.858
H 7.357 -3.883 0.474
H 6.829 -4.795 1.914
C -4.574 -0.135 -4.147
C -4.865 0.796 -2.981
O -4.131 0.171 -1.911
C -3.163 -0.601 -2.440
O -2.295 -1.121 -1.804
O -3.307 -0.706 -3.770
H -4.456 0.365 -5.103
H -5.302 -0.942 -4.227
H -4.464 1.798 -3.134
H -5.912 0.847 -2.698
C -6.751 5.221 0.611
C -6.433 4.428 1.866
O -7.441 3.405 1.837
C -7.833 3.230 0.560
O -8.514 2.335 0.167
O -7.346 4.218 -0.227
H -5.878 5.619 0.103
H -7.479 6.014 0.785
H -5.458 3.948 1.817
H -6.515 4.988 2.792
C 12.228 -8.001 -0.468
C 13.421 -7.096 -0.224
O 14.454 -7.752 -0.977
C 13.878 -8.516 -1.935
O 14.465 -9.028 -2.832
O 12.543 -8.589 -1.737
H 11.291 -7.462 -0.548
H 12.150 -8.799 0.273
H 13.276 -6.095 -0.629
H 13.730 -7.031 0.815
C -12.333 3.932 0.368
C -11.258 4.305 -0.637
O -11.409 5.729 -0.727
C -11.992 6.175 0.409
O -12.118 7.319 0.704
O -12.452 5.134 1.142
H -12.063 3.113 1.027
H -13.289 3.722 -0.109
H -10.257 4.080 -0.275
H -11.397 3.869 -1.622
C -17.174 1.420 0.829
C -16.029 2.360 1.173
O -14.950 1.812 0.405
C -15.465 1.091 -0.623
O -14.824 0.659 -1.525
O -16.797 0.943 -0.469
H -18.142 1.905 0.752
H -17.230 0.570 1.509
H -16.215 3.381 0.838
H -15.746 2.357 2.222
C -3.097 6.205 6.175
C -2.191 6.561 5.009
O -2.264 7.990 4.996
C -2.633 8.422 6.226
O -2.607 9.552 6.585
O -3.010 7.372 6.996
H -2.768 5.346 6.753
H -4.135 6.070 5.864
H -1.155 6.269 5.193
H -2.525 6.170 4.054
C 16.702 -4.270 -3.081
C 15.524 -5.182 -2.789
O 14.666 -4.329 -2.018
C 14.954 -3.040 -2.321
O 14.306 -2.106 -1.973
O 16.092 -2.971 -3.043
H 17.151 -4.416 -4.058
H 17.466 -4.317 -2.304
H 14.994 -5.468 -3.700
H 15.761 -6.068 -2.210
*
```

Output
- Energy relative to the best compared isomer or geometry (same formula, charge and spin): 0.0 kJ/mol
- LUMO: -0.12706 hartree
- Orbital gap: 0.307 Ha

=====

Record 2
Molecular formula: C2H7BBeO4S
Method: DFT, ωB97M-V/def2-TZVPD

Structure (ORCA input):
```
! wB97M-V def2-TZVPD RIJCOSX def2/J DEFGRID3
* xyz 2 1
C 2.581 0.141 0.243
S 0.986 -0.205 -0.698
O 1.082 -1.486 -1.441
O 0.772 0.935 -1.618
B -0.531 -0.392 0.447
C -1.907 -0.398 -0.362
O -2.992 -0.106 0.497
O -3.941 0.509 -0.271
H 3.319 -0.611 -0.055
H 2.899 1.156 -0.034
H 2.337 0.081 1.323
H -0.430 -0.469 1.621
H -2.020 -1.347 -0.917
H -1.836 0.411 -1.102
H -4.632 0.836 0.332
Be 4.312 0.945 2.036
*
```

Output
- LUMO: -0.51579 hartree
- Orbital gap: 0.092 Ha

=====

Record 3
Molecular formula: C16H18O4
Method: DFT, ωB97M-V/def2-TZVPD

Structure (ORCA input):
```
! wB97M-V def2-TZVPD RIJCOSX def2/J DEFGRID3
* xyz 0 1
C -4.047 2.399 1.603
C -2.567 2.365 2.132
C -2.046 3.823 2.660
O -2.645 1.577 3.451
C -1.584 1.698 1.119
C -0.922 2.391 0.116
C -0.066 1.639 -0.847
C 0.181 0.316 -0.662
C 1.063 -0.383 -1.457
C 1.345 -1.748 -1.275
C 2.300 -2.534 -2.217
C 3.157 -1.671 -3.079
O 1.485 -3.375 -3.031
C 3.240 -3.430 -1.339
O 3.090 -4.642 -1.402
O 4.410 -2.945 -0.741
C 0.619 -2.450 -0.245
C -0.334 -1.725 0.599
C -0.419 -0.374 0.465
C -1.270 0.323 1.313
H -4.710 3.079 2.213
H -4.538 1.416 1.582
H -3.938 2.862 0.716
H -2.468 4.148 3.533
H -0.956 3.880 2.874
H -2.159 4.491 1.767
H -1.743 1.488 3.863
H -1.190 3.364 -0.120
H 0.383 2.097 -1.754
H 1.644 0.138 -2.218
H 3.980 -1.222 -2.514
H 3.626 -2.235 -3.886
H 2.540 -0.937 -3.643
H 1.465 -4.228 -2.539
H 4.939 -3.672 -0.450
H 0.708 -3.580 -0.207
H -0.870 -2.187 1.431
H -1.703 -0.154 2.187
*
```

Output
- Energy relative to the best compared isomer or geometry (same formula, charge and spin): 168.4 kJ/mol
- Structure (SMILES): CC(C)(O)c1ccc2cc([C@](C)(O)C(=O)O)ccc2c1
- LUMO: -0.00008 hartree
- Orbital gap: 0.293 Ha

=====

Record 4
Molecular formula: C9H13N2O4
Method: DFT, ωB97M-V/def2-TZVPD

Structure (ORCA input):
```
! wB97M-V def2-TZVPD RIJCOSX def2/J DEFGRID3
* xyz 1 1
C -2.194 -1.231 2.361
C -2.243 -0.789 0.878
C -1.285 -0.849 3.138
C 1.350 -3.339 3.245
C 0.943 0.792 -1.988
C -0.300 1.379 -1.219
C 0.856 -0.743 -1.625
C -1.201 0.135 -1.109
C 1.425 -1.034 -0.140
N -1.411 0.003 0.361
N -0.548 -0.259 3.933
O 2.320 -3.917 3.107
O 0.344 -2.804 3.445
O -0.558 -1.031 -1.637
O 0.921 -2.244 0.367
H -2.872 -2.089 2.495
H -3.027 -1.207 0.322
H 0.851 0.755 -3.175
H 1.920 1.207 -1.831
H -0.086 1.606 -0.207
H -0.838 2.121 -1.707
H 1.384 -1.396 -2.377
H -2.206 0.203 -1.618
H 1.117 -0.221 0.473
H 2.512 -1.081 -0.396
H -0.999 0.302 4.719
H 0.391 -0.506 4.100
H 0.125 -2.577 -0.188
*
```

Output
- Energy relative to the best compared isomer or geometry (same formula, charge and spin): 186.3 kJ/mol
- LUMO: -0.16866 hartree
- Orbital gap: 0.304 Ha

=====

Record 5
Molecular formula: C5H12N
Method: DFT, ωB97M-V/def2-TZVPD

Structure (ORCA input):
```
! wB97M-V def2-TZVPD RIJCOSX def2/J DEFGRID3
* xyz 1 1
C 0.091 1.482 -0.496
C 0.142 0.574 -1.720
C -0.591 -0.745 -1.476
C 0.220 -1.531 -0.447
C 0.409 -1.222 0.776
N -0.193 0.904 2.660
H -0.418 0.950 0.330
H 1.121 1.629 -0.162
H -0.259 2.504 -0.627
H -0.190 0.993 -2.668
H 1.210 0.412 -1.879
H -1.543 -0.509 -1.006
H -0.599 -1.313 -2.398
H 0.749 -2.413 -0.806
H 0.774 -1.901 1.554
H 0.159 1.289 3.521
H 0.174 0.040 2.308
H -1.191 0.983 2.575
*
```

Output
- Energy relative to the best compared isomer or geometry (same formula, charge and spin): 605.7 kJ/mol
- LUMO: -0.30741 hartree
- Orbital gap: 0.199 Ha

=====

Record 6
Molecular formula: H3IP2S2
Method: DFT, ωB97M-V/def2-TZVPD

Structure (ORCA input):
```
! wB97M-V def2-TZVPD RIJCOSX def2/J DEFGRID3
* xyz 0 1
P -1.370 0.396 0.885
P 0.849 0.287 0.236
S 2.021 1.160 1.484
S 1.060 1.022 -1.655
I -2.066 -1.419 -0.536
H -0.962 -0.257 2.132
H 0.516 -1.712 -0.238
H -0.047 0.523 -2.307
*
```

Output
- Energy relative to the best compared isomer or geometry (same formula, charge and spin): 209.9 kJ/mol
- LUMO: -0.03291 hartree
- Orbital gap: 0.294 Ha

=====

Record 7
Molecular formula: C5H10O2
Method: DFT, ωB97M-V/def2-TZVPD

Structure (ORCA input):
```
! wB97M-V def2-TZVPD RIJCOSX def2/J DEFGRID3
* xyz 0 1
C -2.227 -0.416 -0.571
C -0.848 0.222 -0.698
C -0.097 -0.101 0.751
O 0.140 -1.373 0.880
C 1.027 0.751 0.409
C 2.128 0.368 -0.511
O 2.045 -0.442 -1.406
H -2.764 -0.296 -1.518
H -2.123 -1.479 -0.344
H -2.821 0.058 0.218
H -0.253 -0.262 -1.473
H -0.941 1.293 -0.900
H -0.753 0.382 1.504
H 1.477 -1.047 1.623
H 1.988 -0.396 1.729
H 0.953 1.820 0.622
H 3.071 0.917 -0.315
*
```

Output
- Energy relative to the best compared isomer or geometry (same formula, charge and spin): 601.2 kJ/mol
- LUMO (alpha / beta): -0.05470 / -0.05465 hartree
- Orbital gap (alpha / beta): 0.293 / 0.293 Ha

=====

Record 8
Molecular formula: C15H24F9LiN3O2Ta
Method: DFT, ωB97M-V/def2-TZVPD

Structure (ORCA input):
```
! wB97M-V def2-TZVPD RIJCOSX def2/J DEFGRID3
* xyz 2 1
N 1.912 -0.266 0.019
C 3.005 -0.775 0.158
O 4.021 -1.366 -0.141
Li 2.359 -0.583 -1.997
Ta -0.119 0.011 -0.088
N -0.510 -1.444 -1.345
N -0.297 1.689 -1.029
C -0.389 -2.880 -1.003
C 0.331 2.980 -1.206
C 0.761 -3.475 -1.818
C -1.682 -3.631 -1.365
C -0.129 -3.067 0.483
C 0.007 3.601 -2.577
C -0.217 3.916 -0.121
C 1.840 2.865 -1.078
H 0.611 -3.289 -2.890
H 0.750 -4.563 -1.650
H 1.745 -3.083 -1.507
H -2.562 -3.178 -0.887
H -1.581 -4.671 -1.013
H -1.838 -3.669 -2.452
H 0.779 -2.561 0.838
H 0.018 -4.143 0.671
H -0.981 -2.759 1.101
H 0.312 2.944 -3.405
H 0.568 4.548 -2.652
H -1.061 3.844 -2.683
H -1.308 4.000 -0.214
H 0.236 4.910 -0.257
H 0.018 3.518 0.877
H 2.158 2.379 -0.150
H 2.250 3.888 -1.096
H 2.268 2.322 -1.934
C -1.740 1.655 -1.402
H -2.242 0.707 -1.087
H -2.311 2.491 -0.961
H -1.791 1.722 -2.501
C -1.040 -1.222 -2.709
H -2.127 -1.436 -2.697
H -0.860 -0.197 -3.087
H -0.524 -1.939 -3.371
F 1.269 -1.976 3.141
C 1.209 -0.702 3.619
F 1.288 -0.752 4.972
F 2.324 -0.088 3.146
C -0.070 0.011 3.177
O -0.217 -0.012 1.775
C -1.303 -0.709 3.755
F -1.392 -0.741 5.103
F -2.432 -0.137 3.266
F -1.301 -1.999 3.308
C -0.018 1.471 3.652
F 0.035 1.595 4.999
F 1.069 2.096 3.117
F -1.103 2.152 3.198
*
```

Output
- Energy relative to the best compared isomer or geometry (same formula, charge and spin): 53.0 kJ/mol
- LUMO: -0.30312 hartree
- Orbital gap: 0.315 Ha